No. 1
# C23H34N2O3

An isolated molecule of C23H34N2O3 (ωB97M-V/def2-TZVPD, OMol25).

Each line ends with the Löwdin charge.
Element x y z (Å)
1 C -5.37090 -0.49093 -0.05904  -0.101
2 C -4.90814 -1.91556 -0.34088  -0.202
3 C -3.51080 -2.27129 0.16835  -0.487
4 C -2.97611 -3.48973 -0.57217  -0.047
5 C -2.42331 -1.16136 0.22115  -0.061
6 C -2.02700 -1.66416 1.63829  -0.188
7 C -1.80228 -0.56297 2.64555  -0.429
8 O -2.66346 -0.15131 3.40707  0.068
9 N -0.58567 0.01491 2.56432  -0.011
10 C 0.66429 -0.37390 1.91646  -0.025
11 C 1.29361 0.90080 2.54515  -0.415
12 C 1.57522 2.02623 1.56635  -0.045
13 C 3.00275 1.67434 1.12531  -0.164
14 C 2.97356 0.60599 0.03189  -0.411
15 O 3.33030 -0.54890 0.23046  0.075
16 N 2.46757 0.99547 -1.15076  -0.032
17 C 2.41657 0.12776 -2.33135  -0.285
18 C 3.87079 0.02033 -2.77519  -0.083
19 C 4.17802 1.51165 -3.02843  -0.052
20 C 3.36639 2.51495 -2.65575  -0.027
21 C 2.17824 2.28945 -1.69968  -0.241
22 C 0.72622 2.07224 -2.30334  -0.100
23 C 0.13164 0.64752 -1.97646  -0.146
24 C 1.08875 -0.59709 -2.20465  -0.085
25 C 3.59860 1.13461 2.42712  -0.113
26 O 2.49520 0.72285 3.24950  -0.039
27 C 0.02619 1.03441 3.41108  -0.010
28 C -3.36175 -2.41911 1.70367  -0.067
29 H -6.42481 -0.37206 -0.31284  0.071
30 H -5.25148 -0.22612 0.99384  0.076
31 H -4.80954 0.23430 -0.64960  0.069
32 H -5.60797 -2.62853 0.10786  0.118
33 H -4.95148 -2.09150 -1.42113  0.109
34 H -2.00030 -3.79644 -0.18815  0.085
35 H -3.65745 -4.33778 -0.46501  0.087
36 H -2.86796 -3.27478 -1.63796  0.084
37 H -1.65308 -1.18675 -0.55271  0.097
38 H -2.84345 -0.15736 0.27544  0.112
39 H -1.16288 -2.32853 1.59386  0.141
40 H 1.10898 -1.28807 2.31665  0.142
41 H 0.62794 -0.42797 0.82770  0.099
42 H 0.85171 2.06573 0.75216  0.122
43 H 1.56002 2.97988 2.09883  0.137
44 H 3.55361 2.54505 0.76681  0.149
45 H 2.10668 0.77761 -3.14144  0.107
46 H 3.99085 -0.52923 -3.71133  0.118
47 H 4.52694 -0.42470 -2.02683  0.110
48 H 5.05822 1.74320 -3.61775  0.100
49 H 3.59183 3.52967 -2.96341  0.102
50 H 2.16353 3.07686 -0.94608  0.134
51 H 0.04330 2.81268 -1.88325  0.106
52 H 0.73888 2.24844 -3.38083  0.111
53 H -0.78199 0.53074 -2.56236  0.107
54 H -0.18235 0.65608 -0.93161  0.072
55 H 0.82971 -1.12885 -3.12134  0.112
56 H 1.03307 -1.29311 -1.36743  0.099
57 H 4.24740 0.28059 2.24169  0.123
58 H 4.14786 1.91125 2.96252  0.126
59 H -0.47441 2.00332 3.39246  0.128
60 H 0.17089 0.70952 4.44338  0.137
61 H -4.09192 -1.82548 2.25393  0.112
62 H -3.34486 -3.43482 2.09991  0.119

The value obtained for the energy above the lowest of the compared OMol25 structures with the same formula, charge and spin is 93.6 kcal/mol. Its total energy is -33523.1441 eV. The LUMO energy comes out at 0.6 eV. Its structure (SMILES) is CC[C@]1(C)C[C@H](C(=O)N2CC3(C[C@H](C(=O)N4[C@H]5CC=C[C@H]4CCC5)CO3)C2)C1. Its multiplicity is 1. The value obtained for the orbital gap is 9.63 eV. As for the total charge: 0.



No. 2
# C23H34N2OP

A cluster of 2 separate species, C23H34N2OP in total at a distorted geometry (ωB97M-V/def2-TZVPD, OMol25).

Each line ends with the Löwdin charge.
Element x y z (Å)
1 C 1.28855 0.22823 -2.81885  -0.032
2 O -0.07453 0.57516 -2.92200  -0.030
3 C -0.88132 -0.50912 -2.88809  0.046
4 C -2.27395 -0.41390 -2.96840  -0.184
5 C -3.10065 -1.55696 -2.90837  0.025
6 C -4.46571 -1.43115 -2.97648  -0.003
7 C -5.06566 -0.17787 -3.10823  -0.216
8 C -6.54803 -0.05150 -3.17217  -0.018
9 C -4.25321 0.95626 -3.17869  0.006
10 C -2.88731 0.84627 -3.11013  0.037
11 H 1.88339 1.14125 -2.86041  0.116
12 H 1.47815 -0.28227 -1.87342  0.082
13 H 1.57106 -0.42145 -3.64827  0.109
14 H -0.42653 -1.48318 -2.79622  0.153
15 H -2.64178 -2.52295 -2.80310  0.127
16 H -5.09217 -2.30577 -2.92570  0.130
17 H -6.85034 0.99222 -3.27139  0.089
18 H -6.95099 -0.59588 -4.02802  0.103
19 H -7.01449 -0.44585 -2.26754  0.103
20 H -4.71136 1.92467 -3.28617  0.125
21 H -2.25686 1.71670 -3.16264  0.130
22 C 2.82403 -3.13530 0.11665  -0.034
23 C 2.19232 -2.55216 1.38726  -0.604
24 C 0.94748 -3.37068 1.75587  -0.105
25 C 3.19091 -2.58720 2.55538  -0.031
26 N 1.76949 -1.14406 1.12317  -0.206
27 P 0.10852 -0.65854 1.35671  1.057
28 H 0.00689 -0.48827 -0.02857  -0.071
29 N 0.53151 1.03050 1.46952  -0.202
30 C -0.41837 2.01930 2.06114  -0.602
31 C 0.20585 2.65470 3.31403  -0.031
32 C -1.70551 1.28041 2.45192  -0.104
33 C -0.74756 3.09096 1.01409  -0.032
34 C 1.90493 1.21372 1.23238  -0.211
35 C 2.60710 -0.01665 1.04392  -0.220
36 C 3.98654 0.00753 0.85627  -0.043
37 C 4.66825 1.21161 0.88450  -0.095
38 C 3.98894 2.40078 1.06248  -0.095
39 C 2.61458 2.41202 1.21878  -0.041
40 H 3.67957 -2.54607 -0.20572  0.067
41 H 3.16809 -4.15637 0.27979  0.091
42 H 2.10021 -3.14400 -0.69803  0.075
43 H 0.46665 -2.96360 2.64483  0.059
44 H 0.21910 -3.34402 0.94606  0.062
45 H 1.20028 -4.41286 1.94982  0.094
46 H 2.78673 -2.07094 3.42576  0.094
47 H 3.42933 -3.61131 2.84014  0.089
48 H 4.12918 -2.10426 2.29432  0.065
49 H 1.05938 3.27940 3.06302  0.065
50 H -0.51078 3.29006 3.83311  0.089
51 H 0.55170 1.88640 4.00531  0.094
52 H -2.15812 0.81295 1.57801  0.061
53 H -1.49374 0.49325 3.17474  0.061
54 H -2.43670 1.95953 2.88983  0.093
55 H -1.22226 2.63909 0.14334  0.074
56 H -1.42181 3.84481 1.41965  0.090
57 H 0.15135 3.60016 0.67423  0.068
58 H 4.52407 -0.90413 0.67969  0.086
59 H 5.74013 1.22535 0.76580  0.104
60 H 4.53917 3.32859 1.07974  0.104
61 H 2.09628 3.34642 1.31529  0.086

The value obtained for the energy above the lowest of the compared OMol25 structures with the same formula, charge and spin is 39.2 kcal/mol. Its total energy is -38712.1819 eV. The LUMO energy comes out at -5.3 eV. Its multiplicity is 1. The value obtained for the orbital gap is 3.82 eV. As for the total charge: +1.



No. 3
# C23H34N4O

An isolated molecule of C23H34N4O (ωB97M-V/def2-TZVPD, OMol25).

Each line ends with the Löwdin charge.
Element x y z (Å)
1 C -0.28247 -4.06567 3.65946  -0.027
2 C -1.00606 -2.81974 4.03316  -0.306
3 N -0.62240 -2.08816 5.06586  0.115
4 N -1.46678 -1.05880 5.13423  -0.165
5 C -1.29512 -0.05408 6.14135  -0.021
6 C -2.40487 -1.10944 4.16262  -0.228
7 C -3.45230 -0.06973 4.00316  -0.006
8 C -2.13771 -2.24655 3.41862  -0.159
9 C -2.84069 -2.71984 2.18739  -0.120
10 C -2.71832 -1.68701 1.05101  -0.086
11 C -1.32420 -1.08841 1.02939  -0.461
12 O -1.13141 0.05265 1.42094  0.048
13 N -0.29886 -1.87756 0.63169  -0.038
14 C -0.39959 -3.05952 -0.19156  -0.155
15 C -0.02307 -2.70312 -1.63224  -0.159
16 C 1.38996 -2.12913 -1.67899  -0.145
17 C 1.51310 -0.92362 -0.72781  -0.300
18 N 0.70303 0.18251 -1.18441  0.066
19 C 1.17059 1.17883 -2.00996  -0.257
20 C 2.31146 1.04324 -2.80079  -0.029
21 C 2.70082 2.06352 -3.64882  -0.038
22 C 1.97925 3.24337 -3.75207  -0.237
23 C 2.42378 4.34279 -4.68522  -0.397
24 C 1.35714 4.62797 -5.74471  -0.071
25 C 2.76400 5.61513 -3.90589  -0.070
26 C 0.83998 3.37460 -2.96416  -0.041
27 C 0.44361 2.36947 -2.11040  -0.017
28 C 1.04879 -1.34487 0.67107  -0.088
29 H -0.95795 -4.92065 3.66815  0.079
30 H 0.51747 -4.23801 4.37352  0.076
31 H 0.14526 -3.97532 2.66198  0.056
32 H -0.40370 -0.31310 6.70845  0.088
33 H -2.15431 -0.02436 6.81610  0.088
34 H -1.16427 0.92871 5.68455  0.093
35 H -4.33139 -0.49597 3.52517  0.082
36 H -3.07567 0.73978 3.37671  0.087
37 H -3.74309 0.34368 4.96692  0.075
38 H -3.90191 -2.88960 2.39433  0.119
39 H -2.40319 -3.67206 1.88345  0.103
40 H -2.98662 -2.12854 0.09054  0.112
41 H -3.39775 -0.85619 1.24291  0.113
42 H -1.40245 -3.47792 -0.15096  0.109
43 H 0.30049 -3.81055 0.19418  0.124
44 H -0.09170 -3.59116 -2.26221  0.113
45 H -0.72295 -1.95516 -2.00961  0.117
46 H 1.62401 -1.81656 -2.69666  0.107
47 H 2.11148 -2.89262 -1.37884  0.118
48 H 2.56940 -0.62030 -0.66782  0.145
49 H -0.00809 0.48170 -0.53250  0.109
50 H 2.90482 0.14273 -2.75799  0.095
51 H 3.59236 1.93201 -4.24726  0.110
52 H 3.33170 4.00569 -5.19898  0.128
53 H 1.12036 3.72051 -6.29615  0.080
54 H 1.71258 5.37877 -6.44776  0.074
55 H 0.44410 4.99559 -5.28297  0.072
56 H 1.88387 6.00256 -3.39865  0.073
57 H 3.52601 5.40720 -3.15777  0.080
58 H 3.13882 6.38357 -4.57919  0.074
59 H 0.25248 4.27996 -3.01170  0.110
60 H -0.44003 2.49366 -1.49955  0.111
61 H 1.05201 -0.48986 1.34981  0.133
62 H 1.71622 -2.11698 1.06690  0.133

The value obtained for the energy above the lowest of the compared OMol25 structures with the same formula, charge and spin is 0.0 kcal/mol. Its total energy is -32412.0681 eV. The LUMO energy comes out at 0.7 eV. Its structure (SMILES) is Cc1nn(C)c(C)c1CCC(=O)N1CCC[C@@H](Nc2ccc(C(C)C)cc2)C1. Its multiplicity is 1. The value obtained for the orbital gap is 8.13 eV. As for the total charge: 0.



Question: Number 2 is which compound?
Answer: C23H34N2OP